C14H40FN2NbO3PS as an isolated structure at a distorted geometry, computed with ωB97M-V/def2-TZVPD.

Last column: Mulliken charge in e.
Cartesian coordinates (Å):
C 5.600 -1.237 1.958  -1.723
C 4.943 -0.769 0.644  0.612
C 5.575 -1.613 -0.542  -1.361
C 3.400 -0.797 0.493  1.115
C 2.895 0.693 0.493  -1.675
C 2.546 -1.592 1.518  -0.932
O 1.754 -2.636 1.003  -0.793
Nb -0.010 -2.310 0.030  0.005
F 0.743 -0.788 -1.219  -0.635
P -0.906 -0.488 1.657  0.325
S -2.099 0.650 0.524  -0.484
H 6.696 -1.243 1.828  0.458
H 5.320 -0.651 2.850  0.322
H 5.326 -2.294 2.145  0.406
H 5.287 0.265 0.444  0.186
H 6.521 -2.096 -0.255  0.389
H 5.652 -0.941 -1.408  0.328
H 4.876 -2.424 -0.811  0.327
H 3.177 -1.166 -0.523  0.205
H 3.212 1.240 -0.405  0.422
H 1.791 0.718 0.497  0.297
H 3.208 1.177 1.438  0.418
H 3.216 -2.078 2.266  0.316
H 2.001 -0.855 2.143  0.166
H -1.567 -2.141 -0.854  0.230
H -0.780 -3.623 1.053  0.040
H 0.455 -3.592 -1.193  0.012
H 0.077 0.413 2.149  -0.062
H -1.754 -0.997 2.688  0.100
C -1.907 -0.696 -4.521  -1.310
C -1.267 -2.059 -4.760  0.348
C -1.565 -2.644 -6.153  -0.748
O -2.867 -3.193 -6.300  -0.372
C -3.876 -2.248 -6.596  -0.646
N -1.676 -2.962 -3.684  -0.463
H -2.980 -0.766 -4.340  0.264
H -1.466 -0.224 -3.643  0.262
H -1.746 -0.031 -5.376  0.351
H -0.183 -1.923 -4.692  0.327
H -0.879 -3.479 -6.321  0.348
H -1.366 -1.911 -6.947  0.412
H -3.504 -1.439 -7.232  0.293
H -4.301 -1.838 -5.678  0.229
H -4.675 -2.768 -7.128  0.249
H -1.176 -3.841 -3.782  0.231
H -2.647 -3.216 -3.846  0.240
C -0.753 3.756 4.683  -1.614
C -1.661 3.100 3.646  0.758
C -2.683 4.066 3.024  -0.746
O -3.795 4.367 3.859  -0.396
C -3.564 5.389 4.806  -0.648
N -2.313 1.938 4.256  -0.699
H -1.264 3.938 5.630  0.287
H 0.099 3.109 4.899  0.387
H -0.362 4.709 4.316  0.351
H -1.021 2.743 2.834  0.213
H -3.103 3.581 2.141  0.257
H -2.202 4.990 2.676  0.449
H -2.896 6.163 4.417  0.291
H -3.157 4.974 5.732  0.218
H -4.525 5.849 5.044  0.262
H -2.844 1.450 3.537  0.293
H -3.027 2.292 4.888  0.306

Output
**Charge**: -1
**HOMO**: -4.2 eV
**M**: 459.43 Da
**Total energy**: -48678.730 eV
**LUMO**: 2.214 eV
**F_max**: 0.0847 hartree/bohr

=====

C14H40OP2Si2Ti as an isolated structure at a distorted geometry, computed with ωB97M-V/def2-TZVPD.

Last column: Löwdin spin population.
Cartesian coordinates (Å):
Ti 0.837 -0.239 -0.748  1.121
H 4.308 -1.038 -2.746  0.005
H 4.058 -1.739 -2.736  0.006
P 2.045 1.821 -1.473  0.044
P 0.461 -2.628 -1.402  0.042
C 0.568 -3.698 0.093  0.012
H 0.000 -4.624 -0.082  0.001
H 1.625 -3.940 0.277  0.000
H 0.174 -3.194 0.989  0.002
C -1.306 -2.632 -1.897  0.011
H -1.372 -2.180 -2.899  0.000
H -1.642 -3.680 -1.935  0.002
H -1.938 -2.056 -1.209  0.001
C 1.231 -3.730 -2.646  0.005
H 2.267 -3.949 -2.352  0.000
H 0.660 -4.671 -2.702  0.000
H 1.222 -3.234 -3.626  0.000
C 0.643 2.926 -1.831  0.014
H 1.030 3.951 -1.902  0.002
H 0.156 2.624 -2.768  0.000
H -0.103 2.874 -1.026  0.001
C 2.861 2.584 -0.017  0.014
H 3.843 2.102 0.116  0.000
H 2.992 3.661 -0.208  0.001
H 2.263 2.432 0.894  0.004
C 3.183 2.183 -2.855  0.004
H 2.743 1.788 -3.783  0.000
H 3.310 3.275 -2.942  0.000
H 4.155 1.706 -2.671  0.000
C 2.364 -0.700 0.390  0.379
O 3.269 -0.955 1.123  0.280
H 0.823 -0.288 -2.342  0.003
C -0.534 2.349 2.377  0.003
Si -1.596 1.862 0.884  0.003
C -3.443 1.435 0.826  -0.001
C -1.840 3.621 0.160  0.001
C -0.884 0.235 0.278  0.000
Si -1.210 -0.904 1.746  0.013
C -2.307 -2.381 1.331  0.000
C 0.317 -1.329 2.766  0.015
C -2.284 -0.257 3.188  0.004
H 0.364 2.886 2.033  0.001
H -0.196 1.526 3.020  0.000
H -1.142 3.042 2.976  0.000
H -3.956 2.057 1.573  0.000
H -3.791 1.716 -0.183  0.000
H -3.698 0.376 0.981  0.000
H -2.343 3.617 -0.817  0.000
H -0.948 4.257 0.113  0.000
H -2.536 4.099 0.884  0.000
H -1.382 -0.134 -0.681  0.002
H -3.272 -2.048 0.919  0.000
H -1.889 -3.131 0.654  0.000
H -2.525 -2.885 2.291  0.000
H 0.865 -0.421 3.057  0.001
H -0.056 -1.791 3.696  0.002
H 1.051 -2.009 2.323  0.002
H -1.933 0.664 3.672  0.000
H -3.341 -0.131 2.915  0.000
H -2.221 -1.072 3.934  0.000

Output
**HOMO (spin up / spin down)**: -6.0 / -8.2 eV
**2S+1**: 3
**M**: 390.46 Da
**Total energy**: -74660.879 eV
**LUMO (spin up / spin down)**: 0.585 / 0.498 eV
**F_max**: 0.0760 hartree/bohr

=====

C14H41BrN7O5 as an isolated structure at a distorted geometry, computed with ωB97M-V/def2-TZVPD.

Last column: Mulliken charge in e.
Cartesian coordinates (Å):
Br 0.417 -0.358 0.087  1.327
C 2.656 1.982 -0.102  0.293
O 3.708 2.565 -0.044  -0.831
N 1.758 1.982 0.752  -0.059
N 2.363 1.282 -1.151  0.278
H 1.826 2.564 1.575  0.237
H 1.018 1.306 0.630  0.358
H 1.629 0.599 -1.028  -0.993
H 3.111 1.152 -1.817  0.130
C -1.373 0.815 2.638  -0.233
O -2.066 1.239 3.532  -0.802
N -0.718 1.480 1.776  0.101
N -1.078 -0.448 2.563  0.518
H -0.287 1.017 0.989  -1.657
H -0.883 2.476 1.815  0.269
H -1.662 -1.165 2.970  0.220
H -0.314 -0.628 1.928  -1.806
C 1.476 -0.103 -4.275  -1.693
C 1.112 0.416 -2.881  0.859
C 0.444 1.756 -2.920  -0.389
O 1.299 2.740 -3.443  -0.391
C 0.681 4.032 -3.454  -0.745
N 0.183 -0.614 -2.341  -0.676
H 1.708 -1.167 -4.314  0.417
H 2.369 0.479 -4.504  0.399
H 0.786 0.275 -5.030  0.332
H 2.073 0.418 -2.366  0.274
H 0.139 1.972 -1.896  0.060
H -0.464 1.638 -3.512  0.605
H 0.017 4.166 -4.308  0.261
H 1.482 4.771 -3.460  0.285
H 0.167 4.129 -2.498  0.293
H 0.587 -1.529 -2.484  0.319
H 0.126 -0.582 -1.333  -0.366
C -3.651 -1.650 -1.748  -2.098
C -2.506 -0.957 -1.230  0.786
C -2.592 0.359 -0.498  0.326
O -3.509 0.326 0.564  -0.375
C -3.487 1.500 1.341  -1.042
N -1.867 -1.854 -0.331  -0.624
H -4.223 -1.994 -0.887  0.387
H -3.339 -2.465 -2.402  0.419
H -4.180 -1.023 -2.466  0.407
H -1.879 -0.833 -2.113  0.153
H -2.918 1.143 -1.181  0.786
H -1.568 0.621 -0.233  -0.077
H -2.483 1.884 1.518  0.342
H -3.680 1.281 2.391  0.394
H -4.251 2.235 1.088  0.365
H -0.866 -1.724 -0.294  0.238
H -2.068 -1.443 0.570  0.454
C -0.228 -3.027 2.072  -1.814
C 1.134 -2.330 1.835  1.477
C 2.153 -2.661 2.931  -1.141
O 1.869 -2.178 4.222  -0.394
C 2.403 -0.851 4.392  -0.498
N 1.656 -2.497 0.480  -0.839
H -0.953 -2.937 1.264  0.491
H -0.705 -2.635 2.971  0.449
H -0.173 -4.095 2.282  0.404
H 1.174 -1.255 2.014  0.453
H 3.167 -2.448 2.591  0.362
H 2.281 -3.721 3.153  0.392
H 2.376 -0.634 5.460  0.273
H 1.632 -0.253 3.905  0.032
H 3.314 -0.528 3.888  0.286
H 1.069 -1.842 -0.016  0.694
H 2.606 -2.170 0.375  0.340

Output
**ΔE to the lowest compared entry with this formula, charge and spin**: 14.7350 eV
**Charge**: -1
**HOMO**: -5.1 eV
**M**: 467.43 Da
**Total energy**: -105882.939 eV
**LUMO**: 2.870 eV
**F_max**: 0.1517 hartree/bohr

=====

A 8-piece molecular cluster, C14H42FO7S7 overall at a distorted geometry, computed with ωB97M-V/def2-TZVPD.

Last column: Mulliken charge in e.
Cartesian coordinates (Å):
F 0.181 -0.816 0.301  -0.477
C 1.639 -3.790 -0.820  -0.620
S 3.025 -3.168 -1.744  0.489
O 2.946 -3.790 -3.092  -0.691
C 2.424 -1.516 -1.999  -0.570
H 1.943 -4.675 -0.259  0.454
H 0.824 -4.085 -1.477  0.349
H 1.296 -3.039 -0.098  -0.079
H 3.221 -0.868 -2.354  0.545
H 2.017 -1.092 -1.069  -0.108
H 1.564 -1.428 -2.669  0.161
C 0.461 1.571 -1.667  0.574
S -0.122 2.994 -2.544  0.408
O -1.197 3.596 -1.716  -0.575
C 1.311 4.014 -2.264  -1.001
H 1.124 0.958 -2.288  0.379
H -0.342 0.863 -1.462  -0.542
H 0.958 1.844 -0.744  -0.499
H 2.154 3.689 -2.873  0.376
H 1.576 4.017 -1.208  0.240
H 1.001 5.012 -2.569  0.392
C -0.466 2.076 2.014  -0.405
S -2.096 2.654 2.499  0.750
O -2.355 2.213 3.883  -0.755
C -1.615 4.383 2.615  -1.072
H 0.091 1.901 2.940  0.476
H 0.090 2.748 1.370  0.302
H -0.552 1.089 1.534  -0.379
H -2.489 4.982 2.862  0.376
H -1.134 4.717 1.698  0.267
H -0.896 4.456 3.435  0.375
C -3.978 1.601 -2.298  -0.656
S -4.012 1.994 -0.552  0.676
O -5.427 2.133 -0.173  -0.734
C -3.364 0.411 -0.011  -0.572
H -4.630 0.760 -2.551  0.335
H -2.961 1.392 -2.615  -0.177
H -4.353 2.455 -2.863  0.421
H -3.306 0.416 1.079  0.272
H -2.317 0.365 -0.321  -0.108
H -3.945 -0.443 -0.357  0.516
C 2.815 0.179 1.485  -0.195
S 4.295 -0.206 0.612  0.607
O 5.162 0.996 0.734  -0.719
C 4.957 -1.504 1.688  -0.924
H 2.117 -0.661 1.531  -0.005
H 2.280 0.885 0.853  -0.331
H 3.025 0.592 2.472  0.623
H 4.739 -1.315 2.735  0.310
H 6.027 -1.488 1.485  0.366
H 4.562 -2.444 1.302  0.244
C 1.090 -2.672 3.656  -0.554
S -0.654 -2.643 4.117  0.413
O -0.700 -2.509 5.594  -0.662
C -1.019 -1.089 3.362  -0.339
H 1.477 -3.605 4.066  0.441
H 1.551 -1.826 4.169  0.263
H 1.233 -2.629 2.579  -0.088
H -2.001 -0.760 3.697  0.393
H -1.117 -1.317 2.290  0.036
H -0.231 -0.347 3.422  0.049
C -1.347 -2.166 -1.972  0.134
S -0.934 -2.109 -3.702  0.542
O -1.024 -3.496 -4.220  -0.693
C -2.391 -1.164 -4.160  -0.513
H -2.330 -2.609 -1.810  0.699
H -1.299 -1.171 -1.533  -0.264
H -0.580 -2.726 -1.458  -0.540
H -2.469 -0.859 -5.199  0.441
H -2.224 -0.273 -3.552  -0.166
H -3.299 -1.657 -3.814  0.318

Output
**ΔE to the lowest compared entry with this formula, charge and spin**: 0.0000 eV
**Charge**: -1
**HOMO**: -6.5 eV
**M**: 565.95 Da
**Total energy**: -108092.395 eV
**LUMO**: 2.113 eV
**F_max**: 0.0323 hartree/bohr

=====

A 14-piece molecular cluster, C14H42N14O28 overall at a distorted geometry, computed with ωB97M-V/def2-TZVPD.

Last column: Mulliken charge in e.
Cartesian coordinates (Å):
C -2.857 1.518 -0.657  -0.060
N -3.906 2.529 -1.149  1.048
O -3.499 3.335 -1.995  -0.597
O -5.003 2.477 -0.646  -0.619
H -3.352 0.488 -0.733  0.106
H -2.602 1.870 0.335  0.238
H -1.954 1.703 -1.204  -0.114
C 0.542 -0.075 -3.001  0.187
N -0.809 -0.144 -3.730  0.824
O -0.864 -0.294 -4.932  -0.613
O -1.822 -0.233 -3.046  -0.380
H 0.390 0.811 -2.388  -0.239
H 1.258 0.031 -3.796  0.227
H 0.448 -1.042 -2.362  -0.009
C -7.188 -0.559 0.509  -0.769
N -6.309 -1.366 -0.445  0.914
O -5.777 -2.363 0.054  -0.518
O -6.171 -1.025 -1.606  -0.504
H -6.918 0.501 0.461  0.244
H -7.053 -1.023 1.481  0.325
H -8.207 -0.651 0.132  0.310
C 5.013 2.123 -1.834  -0.548
N 4.665 1.512 -3.162  0.915
O 3.713 1.888 -3.833  -0.532
O 5.446 0.651 -3.663  -0.538
H 5.944 1.756 -1.655  0.379
H 4.247 1.797 -1.071  0.075
H 4.945 3.231 -2.037  0.233
C 1.130 4.704 -2.103  -0.356
N 2.051 4.887 -0.956  0.950
O 1.591 4.907 0.169  -0.541
O 3.231 4.856 -1.246  -0.560
H 0.998 3.633 -2.021  -0.032
H 1.648 4.949 -3.052  0.262
H 0.219 5.241 -1.839  0.268
C -0.337 0.204 4.404  -0.808
N 0.225 -1.138 4.798  0.991
O -0.407 -1.936 5.483  -0.610
O 1.372 -1.376 4.456  -0.466
H 0.527 0.837 4.281  0.405
H -0.924 0.510 5.227  0.410
H -0.794 0.052 3.386  0.178
C 4.855 -2.110 -0.600  -0.152
N 4.314 -3.006 -1.764  1.004
O 3.839 -2.414 -2.682  -0.530
O 4.318 -4.183 -1.626  -0.602
H 5.828 -2.527 -0.324  0.288
H 4.140 -2.213 0.175  0.066
H 4.886 -1.104 -0.928  -0.073
C -2.489 3.320 -5.204  -0.811
N -1.267 3.730 -4.422  0.847
O -0.834 4.876 -4.552  -0.589
O -0.779 2.821 -3.816  -0.316
H -2.478 2.203 -5.225  0.264
H -2.367 3.946 -6.056  0.327
H -3.361 3.573 -4.673  0.273
C -0.172 5.307 2.647  -0.810
N -0.774 3.922 2.547  1.011
O -0.288 3.129 3.300  -0.573
O -1.702 3.788 1.777  -0.561
H 0.829 5.167 3.077  0.329
H -0.888 5.810 3.337  0.314
H -0.060 5.812 1.657  0.264
C 3.405 -3.801 4.719  -0.726
N 4.049 -2.971 3.627  0.995
O 4.481 -1.888 3.958  -0.548
O 4.251 -3.440 2.528  -0.542
H 2.306 -3.547 4.684  0.205
H 3.852 -3.421 5.618  0.325
H 3.730 -4.813 4.535  0.301
C -3.251 -3.038 -1.834  -0.625
N -2.864 -2.835 -0.385  0.917
O -2.422 -3.743 0.328  -0.603
O -2.957 -1.716 0.080  -0.376
H -3.163 -4.097 -2.100  0.324
H -2.531 -2.360 -2.386  0.139
H -4.250 -2.652 -2.005  0.196
C 1.637 -4.579 0.273  -0.645
N 1.300 -3.371 -0.569  0.811
O 1.745 -2.288 -0.177  -0.183
O 0.563 -3.486 -1.458  -0.592
H 1.035 -4.575 1.153  0.101
H 2.703 -4.569 0.481  0.224
H 1.393 -5.471 -0.321  0.344
C -2.426 -3.267 3.149  -0.914
N -0.973 -3.344 2.742  0.861
O -0.428 -2.316 2.328  -0.213
O -0.460 -4.416 2.792  -0.650
H -2.976 -4.205 3.038  0.315
H -2.904 -2.498 2.525  0.205
H -2.423 -2.980 4.212  0.329
C 0.903 0.504 1.314  -0.395
N 1.823 1.377 0.536  0.971
O 1.475 1.652 -0.630  -0.168
O 2.857 1.683 1.049  -0.588
H 1.485 -0.385 1.656  0.083
H 0.064 0.200 0.678  0.180
H 0.567 1.034 2.199  -0.098

Output
**ΔE to the lowest compared entry with this formula, charge and spin**: 1.5488 eV
**HOMO**: -10.4 eV
**M**: 854.56 Da
**Total energy**: -93350.723 eV
**LUMO**: -0.209 eV
**F_max**: 0.0864 hartree/bohr

=====

A 7-piece molecular cluster, C14H42O7 overall at a distorted geometry, computed with ωB97M-V/def2-TZVPD.

Last column: Mulliken charge in e.
Cartesian coordinates (Å):
C 16.462 1.769 32.965  -1.025
C 17.583 2.178 33.907  -0.193
O 17.359 3.459 34.459  -0.511
H 16.608 0.792 32.503  0.332
H 16.273 2.473 32.155  0.285
H 15.526 1.800 33.522  0.271
H 18.514 2.027 33.362  0.279
H 17.664 1.549 34.794  0.266
H 18.178 3.730 34.881  0.298
C 8.769 12.280 24.614  -0.880
C 8.647 12.795 26.089  -0.322
O 9.785 12.446 26.766  -0.498
H 9.629 12.724 24.113  0.319
H 7.844 12.583 24.124  0.303
H 8.906 11.199 24.611  0.233
H 7.821 12.306 26.605  0.261
H 8.490 13.861 26.249  0.286
H 10.463 13.003 26.376  0.300
C 20.327 7.240 28.177  -1.089
C 18.905 6.898 28.590  -0.121
O 18.622 7.825 29.564  -0.498
H 20.626 6.687 27.287  0.340
H 21.041 6.963 28.952  0.281
H 20.425 8.295 27.921  0.290
H 18.866 5.875 28.965  0.264
H 18.202 6.991 27.761  0.242
H 17.846 7.444 29.982  0.291
C 11.943 5.714 28.304  -0.975
C 11.626 7.172 28.749  -0.185
O 10.996 7.836 27.632  -0.515
H 12.584 5.766 27.423  0.261
H 11.022 5.180 28.072  0.272
H 12.520 5.240 29.098  0.332
H 12.549 7.689 29.009  0.274
H 10.987 7.269 29.627  0.265
H 11.026 8.792 27.713  0.272
C 13.384 9.658 33.609  -1.025
C 14.136 8.465 34.178  -0.189
O 14.884 7.732 33.193  -0.503
H 12.890 10.196 34.419  0.336
H 12.606 9.415 32.886  0.256
H 14.042 10.346 33.078  0.290
H 13.413 7.841 34.702  0.268
H 14.834 8.753 34.964  0.277
H 15.311 7.002 33.648  0.287
C 16.622 3.895 22.725  -0.914
C 17.880 4.625 23.146  -0.210
O 18.952 4.102 22.411  -0.517
H 15.734 4.374 23.138  0.306
H 16.690 2.873 23.098  0.248
H 16.571 3.859 21.637  0.298
H 18.170 4.508 24.190  0.246
H 17.663 5.681 22.984  0.237
H 18.839 4.331 21.486  0.305
C 4.269 6.742 27.506  -1.001
C 5.731 7.088 27.635  -0.142
O 6.528 6.521 26.582  -0.531
H 4.130 5.725 27.873  0.257
H 3.961 6.765 26.461  0.297
H 3.720 7.390 28.189  0.324
H 6.161 6.810 28.597  0.278
H 5.858 8.167 27.543  0.224
H 7.408 6.887 26.700  0.291

Output
**ΔE to the lowest compared entry with this formula, charge and spin**: 3.0096 eV
**HOMO**: -10.0 eV
**M**: 322.48 Da
**Total energy**: -29528.465 eV
**LUMO**: 0.354 eV
**F_max**: 0.0432 hartree/bohr